Record 1
C3H5N3O | ωB97M-V with the def2-TZVPD basis set

Cartesian coordinates (Å):
N1 -1.99 -0.53 0.92
C1 -0.72 -0.17 0.46
N2 0.37 -0.91 0.46
C2 1.31 -0.15 -0.20
O1 2.53 -0.57 -0.63
C3 0.81 1.06 -0.57
N3 -0.51 1.05 -0.10
H1 -2.00 -1.49 1.25
H2 -2.69 -0.43 0.19
H3 2.88 -1.33 -0.17
H4 1.26 1.87 -1.11
H5 -1.26 1.60 -0.51

Gap between HOMO and LUMO (eV): 8.566
SMILES: Nc1nc(O)c[nH]1
Energy above the lowest of the compared OMol25 structures with the same formula, charge and spin (eV): 0.733

Atomic partial charges in e from the Löwdin method, atoms 1 to 2: atom 1 (N): 0.109, atom 2 (C): -0.463



Record 2
C3H5N3O | ωB97M-V with the def2-TZVPD basis set

Cartesian coordinates (Å):
C1 -2.30 -0.39 0.09
O1 -1.52 0.80 -0.14
C2 -0.25 0.35 0.10
C3 0.96 1.14 0.05
N1 1.95 0.12 -0.07
N2 1.51 -1.07 0.01
N3 0.11 -1.00 -0.06
H1 -3.34 -0.19 -0.03
H2 -2.27 -1.08 -0.82
H3 -2.02 -0.69 1.14
H4 1.34 2.17 0.05
H5 2.99 0.46 0.18

Gap between HOMO and LUMO (eV): 9.852
SMILES: COc1c[nH]nn1
Energy above the lowest of the compared OMol25 structures with the same formula, charge and spin (eV): 4.076

Atomic partial charges in e from the Löwdin method, atoms 1 to 2: atom 1 (C): -0.106, atom 2 (O): -0.080



Record 3
C3H5N3O | ωB97M-V with the def2-TZVPD basis set

Cartesian coordinates (Å):
O1 -2.40 0.95 -0.25
C1 -1.70 0.05 0.41
C2 -0.28 0.14 0.51
N1 0.35 0.98 -0.31
N2 1.53 0.36 -0.42
C3 1.61 -0.67 0.47
N3 0.49 -0.81 1.11
H1 -1.78 1.46 -0.81
H2 -0.29 -1.38 -1.38
H3 -2.28 -0.57 1.08
H4 2.25 0.76 -0.99
H5 2.50 -1.27 0.59

Gap between HOMO and LUMO (spin up / spin down) (eV): 6.518 / 10.045
Energy above the lowest of the compared OMol25 structures with the same formula, charge and spin (eV): 5.401

Atomic partial charges in e from the Löwdin method, atoms 1 to 2: atom 1 (O): 0.034, atom 2 (C): -0.156



Record 4
C3H5N3O | ωB97M-V with the def2-TZVPD basis set

Cartesian coordinates (Å):
O1 1.72 -1.36 1.80
C1 1.47 -0.37 0.84
C2 0.05 -0.39 0.41
N1 -1.01 -0.90 0.45
N2 -2.32 0.61 -0.81
C3 -1.21 1.11 -1.15
N3 0.02 1.18 -0.90
H1 1.31 -2.18 1.49
H2 2.11 -0.46 -0.05
H3 1.69 0.60 1.31
H4 -2.92 0.19 -1.52
H5 -0.90 1.97 -1.87

Gap between HOMO and LUMO (spin up / spin down) (eV): 8.682 / 8.677
Energy above the lowest of the compared OMol25 structures with the same formula, charge and spin (eV): 6.005

Atomic partial charges in e from the Löwdin method, atoms 1 to 2: atom 1 (O): -0.045, atom 2 (C): -0.250



Record 5
C3H5N3O | ωB97M-V with the def2-TZVPD basis set

Cartesian coordinates (Å):
O1 -2.20 0.62 -0.56
C1 -1.38 -0.11 0.23
C2 -0.11 0.42 0.72
N1 0.55 1.13 -0.28
N2 1.65 0.44 -0.33
C3 1.77 -0.60 0.67
N3 0.60 -0.51 1.36
H1 -1.67 1.23 -1.10
H2 -0.73 -1.08 -0.50
H3 -1.89 -0.76 0.94
H4 2.36 0.72 -1.00
H5 1.05 -1.51 -0.15

Gap between HOMO and LUMO (spin up / spin down) (eV): 8.366 / 8.366
Energy above the lowest of the compared OMol25 structures with the same formula, charge and spin (eV): 7.134

Atomic partial charges in e from the Löwdin method, atoms 1 to 2: atom 1 (O): -0.013, atom 2 (C): -0.255



Record 6
C3H5N3O | ωB97M-V with the def2-TZVPD basis set

Cartesian coordinates (Å):
N1 -0.58 -1.71 -1.11
C1 -0.26 -0.57 -0.44
N2 0.84 0.09 -0.54
C2 0.65 1.27 0.27
O1 1.71 1.49 1.15
N3 -0.64 1.16 0.98
C3 -1.19 0.12 0.51
H1 -1.32 -2.29 -0.76
H2 0.17 -2.18 -1.59
H3 0.55 2.15 -0.38
H4 2.25 0.69 1.13
H5 -2.18 -0.22 0.78

Gap between HOMO and LUMO (eV): 10.204
SMILES: NC1=N[C@H](O)N=C1
Energy above the lowest of the compared OMol25 structures with the same formula, charge and spin (eV): 1.160

Atomic partial charges in e from the Löwdin method, atoms 1 to 2: atom 1 (N): 0.139, atom 2 (C): -0.411



Record 7
C3H5N3O | ωB97M-V with the def2-TZVPD basis set

Cartesian coordinates (Å):
C1 0.45 1.30 -0.65
C2 1.36 1.43 0.25
C3 -0.38 0.13 -1.18
N1 -0.96 -1.37 1.83
N2 -0.37 -1.04 -0.24
N3 -0.36 -0.64 1.09
O1 -1.22 -1.47 3.01
H1 0.33 2.23 -1.29
H2 1.91 0.94 0.98
H3 -1.46 0.38 -1.35
H4 0.23 -0.33 -2.09
H5 0.47 -1.57 -0.36

Gap between HOMO and LUMO (spin up / spin down) (eV): 9.005 / 7.639
Energy above the lowest of the compared OMol25 structures with the same formula, charge and spin (eV): 8.605

Atomic partial charges in e from the Löwdin method, atoms 1 to 2: atom 1 (C): -0.253, atom 2 (C): 0.112



Record 8
C3H5N3O | ωB97M-V with the def2-TZVPD basis set

Cartesian coordinates (Å):
C1 -1.30 -0.49 1.28
C2 -0.30 0.15 0.39
N1 -0.51 1.20 -0.33
N2 0.56 1.24 -1.20
C3 1.38 0.14 -1.12
O1 2.28 -0.22 -1.84
N3 0.87 -0.49 0.02
H1 -1.78 -1.28 0.69
H2 -2.07 0.23 1.57
H3 -0.86 -0.96 2.16
H4 0.48 1.82 -2.02
H5 1.25 -1.33 0.41

Gap between HOMO and LUMO (eV): 9.641
SMILES: Cc1n[nH]c(=O)[nH]1
Energy above the lowest of the compared OMol25 structures with the same formula, charge and spin (eV): 0.373

Atomic partial charges in e from the Löwdin method, atoms 1 to 2: atom 1 (C): -0.018, atom 2 (C): -0.400



Record 9
C3H5N3O | ωB97M-V with the def2-TZVPD basis set

Cartesian coordinates (Å):
N1 0.61 0.19 1.99
C1 -0.73 0.19 1.94
N2 -1.89 0.13 1.87
C2 -0.90 -0.74 -1.22
O1 -1.54 0.37 -1.00
C3 0.46 -0.44 -1.71
N3 1.38 -0.12 -0.88
H1 1.00 0.94 2.55
H2 1.04 0.07 1.07
H3 -2.37 0.17 -0.53
H4 0.65 -0.66 -2.76
H5 2.30 -0.09 -1.33

Gap between HOMO and LUMO (eV): 9.363
Energy above the lowest of the compared OMol25 structures with the same formula, charge and spin (eV): 4.246

Atomic partial charges in e from the Löwdin method, atoms 1 to 2: atom 1 (N): 0.092, atom 2 (C): -0.384



Record 10
C3H5N3O | ωB97M-V with the def2-TZVPD basis set

Cartesian coordinates (Å):
N1 3.21 0.55 -0.04
N2 2.20 0.14 -0.04
C1 0.91 -0.10 -0.03
N3 0.34 -1.28 -0.02
O1 -0.94 -1.31 -0.05
C2 -1.44 -0.04 0.05
C3 -0.26 0.97 -0.05
H1 0.66 -2.22 0.15
H2 -2.03 0.23 0.91
H3 -2.16 -0.07 -0.66
H4 -0.34 1.60 0.83
H5 -0.14 1.54 -1.07

Total charge: +2
Gap between HOMO and LUMO (eV): 7.826
SMILES: N#[N+]C1=[NH+]OCC1
Energy above the lowest of the compared OMol25 structures with the same formula, charge and spin (eV): 2.289

Atomic partial charges in e from the Löwdin method, atoms 1 to 2: atom 1 (N): 0.566, atom 2 (N): 0.223



Record 11
C3H5N3OS | ωB97M-V with the def2-TZVPD basis set

Cartesian coordinates (Å):
C1 -0.05 -0.07 -0.52
C2 0.76 -0.48 1.50
C3 0.08 0.56 0.90
H1 -0.67 1.49 -2.95
H2 0.79 -1.96 -0.99
H3 1.11 -0.26 2.47
H4 0.49 1.51 0.61
H5 -2.20 -0.59 0.34
N1 0.20 0.34 -1.80
N2 0.23 -1.47 -0.25
N3 0.87 -1.54 0.92
O1 0.03 1.80 -1.95
S1 -1.66 0.68 1.71

Gap between HOMO and LUMO (eV): 7.836
Energy above the lowest of the compared OMol25 structures with the same formula, charge and spin (eV): 8.460

Atomic partial charges in e from the Löwdin method, atoms 1 to 2: atom 1 (C): -0.327, atom 2 (C): -0.317



Record 12
C3H5N3OS | ωB97M-V with the def2-TZVPD basis set

Cartesian coordinates (Å):
C1 -0.56 2.85 1.35
N1 -0.94 2.08 0.43
N2 -0.13 0.96 0.43
C2 -0.51 0.05 -0.40
N3 -1.64 0.10 -1.16
C3 0.27 -1.21 -0.54
O1 0.13 -2.01 -1.48
S1 1.60 -1.44 0.63
H1 0.20 2.63 2.13
H2 -0.97 3.91 1.41
H3 -1.80 1.27 -1.58
H4 -1.73 -0.42 -2.07
H5 1.36 -0.44 1.49

Gap between HOMO and LUMO (eV): 8.926
SMILES: C=N/N=C(\N)C(=O)S
Energy above the lowest of the compared OMol25 structures with the same formula, charge and spin (eV): 3.058

Atomic partial charges in e from the Löwdin method, atoms 1 to 2: atom 1 (C): -0.052, atom 2 (N): -0.063



Record 13
C3H5N3OS | ωB97M-V with the def2-TZVPD basis set

Cartesian coordinates (Å):
H1 0.86 0.54 -3.14
N1 0.25 0.70 -2.27
N2 -0.02 -0.41 -1.79
C1 -0.77 -0.35 -0.69
N3 0.04 -1.19 0.41
C2 0.34 -0.57 1.60
O1 0.96 -1.05 2.51
C3 -0.11 0.88 1.56
S1 -1.22 1.14 0.17
H2 -1.75 -1.00 -0.77
H3 0.64 -1.97 -0.05
H4 -0.57 1.27 2.41
H5 0.73 1.47 1.34

Gap between HOMO and LUMO (eV): 9.206
SMILES: [H]/N=N/[C@H]1NC(=O)CS1
Energy above the lowest of the compared OMol25 structures with the same formula, charge and spin (eV): 2.757

Atomic partial charges in e from the Löwdin method, atoms 1 to 2: atom 1 (H): 0.093, atom 2 (N): 0.085



Record 14
C3H5N3OS2 | ωB97M-V with the def2-TZVPD basis set

Cartesian coordinates (Å):
C1 -2.50 -0.47 0.06
C2 -3.12 0.56 -0.57
C3 -0.75 0.79 -0.36
N1 -1.13 -0.28 0.18
N2 3.06 0.29 1.64
N3 2.11 -1.05 -0.48
O1 3.19 1.35 -0.64
S1 -1.98 1.74 -1.06
S2 2.44 0.49 0.21
H1 -3.04 -1.25 0.65
H2 -4.19 0.59 -0.56
H3 2.49 -0.14 2.36
H4 1.23 -1.50 0.06
H5 2.20 -1.12 -1.50

Gap between HOMO and LUMO (spin up / spin down) (eV): 8.448 / 6.898
Energy above the lowest of the compared OMol25 structures with the same formula, charge and spin (eV): 4.615

Atomic partial charges in e from the Löwdin method, atoms 1 to 2: atom 1 (C): -0.250, atom 2 (C): -0.442



Record 15
C3H5N3S | ωB97M-V with the def2-TZVPD basis set

Cartesian coordinates (Å):
C1 0.04 1.45 -0.02
C2 -0.75 -0.63 0.26
C3 1.63 -0.44 -0.12
N1 -1.84 1.30 0.09
N2 0.34 0.24 0.08
N3 -1.88 0.02 0.08
S1 -3.37 -0.66 -0.10
H1 0.59 2.36 0.02
H2 -0.62 -1.76 0.28
H3 1.47 -1.47 -0.27
H4 1.99 -0.06 -1.04
H5 2.38 -0.36 0.73

Gap between HOMO and LUMO (spin up / spin down) (eV): 7.817 / 7.817
Energy above the lowest of the compared OMol25 structures with the same formula, charge and spin (eV): 5.736

Atomic partial charges in e from the Löwdin method, atoms 1 to 2: atom 1 (C): 0.080, atom 2 (C): -0.189



Record 16
C3H5N3S | ωB97M-V with the def2-TZVPD basis set

Cartesian coordinates (Å):
H1 0.52 -1.17 2.25
N1 0.91 -1.85 1.44
C1 0.94 -1.16 0.38
N2 0.15 0.11 0.02
C2 -1.03 0.56 0.71
S1 -1.36 -0.03 2.25
C3 0.42 0.43 -1.40
N3 -0.33 1.35 -2.01
H2 -1.09 2.16 -1.64
H3 1.41 -1.43 -0.42
H4 -1.57 1.39 0.22
H5 1.04 -0.37 -1.80

Gap between HOMO and LUMO (eV): 8.119
SMILES: [H]/N=C\N(C=S)/C=N\[H]
Energy above the lowest of the compared OMol25 structures with the same formula, charge and spin (eV): 4.052

Atomic partial charges in e from the Löwdin method, atoms 1 to 2: atom 1 (H): 0.010, atom 2 (N): 0.079



Record 17
C3H5N3S | ωB97M-V with the def2-TZVPD basis set

Cartesian coordinates (Å):
N1 0.32 2.17 -0.06
C1 0.61 0.80 -0.12
N2 1.90 0.12 0.03
C2 1.68 -1.22 0.06
N3 0.45 -1.53 -0.03
C3 -0.35 -0.28 -0.22
S1 -2.05 -0.20 0.12
H1 -0.59 2.42 -0.34
H2 0.54 2.64 0.92
H3 2.84 0.64 -0.11
H4 2.40 -2.14 0.41
H5 -2.80 -1.41 -0.72

Gap between HOMO and LUMO (eV): 8.287
SMILES: Nc1[nH]cnc1S
Energy above the lowest of the compared OMol25 structures with the same formula, charge and spin (eV): 2.678

Atomic partial charges in e from the Löwdin method, atoms 1 to 2: atom 1 (N): 0.056, atom 2 (C): -0.333



Record 18
C3H5N3S | ωB97M-V with the def2-TZVPD basis set

Cartesian coordinates (Å):
H1 -1.70 1.43 0.01
N1 -0.90 2.05 0.00
C1 0.18 1.42 -0.01
N2 0.38 -0.01 0.00
C2 1.65 -0.54 0.00
S1 3.08 0.23 0.00
C3 -0.68 -0.93 0.00
N3 -1.91 -0.59 -0.01
H2 -2.52 -1.39 -0.01
H3 1.14 1.91 0.03
H4 1.60 -1.62 -0.02
H5 -0.33 -1.96 0.02

Gap between HOMO and LUMO (eV): 8.887
SMILES: [H]/N=C\N(C=S)/C=N/[H]
Energy above the lowest of the compared OMol25 structures with the same formula, charge and spin (eV): 1.281

Atomic partial charges in e from the Löwdin method, atoms 1 to 2: atom 1 (H): 0.015, atom 2 (N): 0.135



Record 19
C3H5N3S | ωB97M-V with the def2-TZVPD basis set

Cartesian coordinates (Å):
C1 1.48 1.53 0.58
S1 0.11 1.65 -0.58
N1 -0.48 0.05 -0.47
C2 -1.58 -0.39 0.20
N2 -1.72 -1.69 0.04
C3 -0.65 -2.00 -0.75
N3 0.12 -0.99 -1.09
H1 1.98 2.52 0.54
H2 1.17 1.32 1.61
H3 2.19 0.77 0.27
H4 -2.20 0.26 0.77
H5 -0.44 -3.02 -1.12

Gap between HOMO and LUMO (eV): 10.371
SMILES: CSn1cncn1
Energy above the lowest of the compared OMol25 structures with the same formula, charge and spin (eV): 1.053

Atomic partial charges in e from the Löwdin method, atoms 1 to 2: atom 1 (C): -0.399, atom 2 (S): 0.897



Record 20
C3H5N3S | ωB97M-V with the def2-TZVPD basis set

Cartesian coordinates (Å):
H1 2.52 -0.46 -0.77
N1 1.95 0.30 -0.43
C1 0.73 -0.05 -0.21
N2 0.03 -1.23 -0.36
C2 -1.30 -1.08 0.05
C3 -1.45 0.19 0.43
N3 -0.21 0.84 0.29
S1 0.17 2.47 0.65
H2 0.43 -2.07 -0.71
H3 -2.00 -1.91 -0.01
H4 -2.31 0.75 0.83
H5 1.44 2.25 0.23

Gap between HOMO and LUMO (eV): 8.242
SMILES: [H]/N=c1\[nH]ccn1S
Energy above the lowest of the compared OMol25 structures with the same formula, charge and spin (eV): 1.218

Atomic partial charges in e from the Löwdin method, atoms 1 to 2: atom 1 (H): 0.033, atom 2 (N): 0.063